{
  "formula": "C34H92O13P",
  "method": "ωB97M-V with the def2-TZVPD basis set",
  "symbols": ["C", "C", "C", "C", "C", "P", "C", "O", "C", "C", "C", "C", "C", "O", "O", "C", "C", "C", "H", "H", "H", "H", "H", "H", "H", "H", "H", "H", "H", "H", "H", "H", "H", "H", "H", "H", "H", "H", "H", "H", "H", "H", "H", "H", "H", "H", "H", "H", "H", "H", "C", "C", "O", "H", "H", "H", "H", "H", "H", "C", "C", "O", "H", "H", "H", "H", "H", "H", "C", "C", "O", "H", "H", "H", "H", "H", "H", "C", "C", "O", "H", "H", "H", "H", "H", "H", "C", "C", "O", "H", "H", "H", "H", "H", "H", "C", "C", "O", "H", "H", "H", "H", "H", "H", "C", "C", "O", "H", "H", "H", "H", "H", "H", "C", "C", "O", "H", "H", "H", "H", "H", "H", "C", "C", "O", "H", "H", "H", "H", "H", "H", "C", "C", "O", "H", "H", "H", "H", "H", "H"],
  "coordinates": [[-1.820, 0.354, 2.459], [-1.207, 1.607, 1.856], [0.061, 1.436, 0.981], [1.029, 0.271, 1.302], [1.718, -0.267, 0.027], [1.388, -2.121, -0.386], [-0.513, -1.963, -0.131], [-1.318, -2.865, -0.892], [-2.689, -2.556, -0.713], [-3.506, -3.781, -1.135], [1.306, -1.813, -2.282], [0.190, -0.909, -2.736], [0.022, -0.700, -4.258], [-0.849, -1.468, -3.449], [1.159, -3.864, -0.666], [1.965, -4.694, 0.088], [1.175, -5.564, 1.097], [1.990, -5.662, 2.405], [-2.140, -0.369, 1.720], [-2.697, 0.658, 3.036], [-1.139, -0.078, 3.188], [-0.998, 2.370, 2.599], [-1.973, 2.060, 1.218], [0.636, 2.358, 1.086], [-0.228, 1.409, -0.068], [0.577, -0.523, 1.892], [1.815, 0.703, 1.925], [1.605, 0.407, -0.817], [2.782, -0.261, 0.254], [1.552, -2.392, 1.054], [2.845, -2.329, -0.530], [-0.670, -2.262, 0.917], [-0.904, -0.940, -0.197], [-2.875, -2.305, 0.337], [-2.927, -1.694, -1.337], [-4.010, -4.196, -0.264], [-2.831, -4.529, -1.537], [-4.242, -3.497, -1.878], [2.209, -1.310, -2.635], [1.117, -2.749, -2.800], [-0.031, -0.054, -2.108], [0.893, -1.205, -4.641], [-0.154, 0.366, -4.276], [2.765, -4.173, 0.630], [2.479, -5.387, -0.598], [1.062, -6.574, 0.707], [0.223, -5.077, 1.282], [1.797, -4.778, 3.004], [3.047, -5.733, 2.156], [1.716, -6.568, 2.945], [-6.154, -0.216, -3.602], [-6.223, -1.456, -2.729], [-5.469, -1.291, -1.534], [-5.118, 0.008, -3.858], [-6.724, -0.351, -4.524], [-6.555, 0.650, -3.068], [-5.805, -2.316, -3.253], [-7.262, -1.682, -2.465], [-5.836, -0.537, -1.056], [-7.623, -5.421, -1.662], [-7.925, -4.097, -0.986], [-9.020, -3.431, -1.622], [-7.389, -5.263, -2.715], [-6.778, -5.921, -1.187], [-8.490, -6.086, -1.616], [-7.065, -3.434, -1.051], [-8.161, -4.248, 0.072], [-9.787, -4.007, -1.560], [0.988, -8.743, -2.416], [-0.460, -9.180, -2.308], [-1.072, -8.643, -1.142], [1.546, -9.061, -1.535], [1.465, -9.163, -3.305], [1.055, -7.655, -2.468], [-0.532, -10.265, -2.234], [-1.022, -8.858, -3.192], [-1.017, -7.683, -1.207], [1.029, 5.980, 4.101], [0.601, 4.573, 3.738], [-0.629, 4.183, 4.341], [1.144, 6.070, 5.184], [1.982, 6.213, 3.626], [0.286, 6.721, 3.793], [1.351, 3.860, 4.077], [0.500, 4.480, 2.652], [-1.311, 4.789, 4.034], [-5.985, 3.867, -1.417], [-6.852, 3.068, -0.460], [-6.149, 1.951, 0.074], [-5.640, 3.233, -2.234], [-6.536, 4.711, -1.835], [-5.099, 4.250, -0.906], [-7.725, 2.670, -0.976], [-7.200, 3.704, 0.362], [-5.377, 2.281, 0.544], [5.895, 1.348, -2.684], [4.474, 0.872, -2.436], [3.911, 1.469, -1.272], [6.525, 1.116, -1.823], [6.320, 0.874, -3.567], [5.924, 2.426, -2.825], [4.445, -0.205, -2.273], [3.839, 1.105, -3.300], [3.909, 2.423, -1.395], [9.758, 2.611, -5.804], [8.327, 2.183, -5.530], [7.796, 2.822, -4.374], [10.391, 2.385, -4.945], [10.160, 2.101, -6.681], [9.812, 3.689, -5.975], [8.279, 1.111, -5.341], [7.691, 2.408, -6.392], [7.819, 3.772, -4.529], [4.867, 4.147, 4.738], [5.342, 5.589, 4.699], [4.227, 6.479, 4.672], [4.238, 3.925, 3.884], [5.707, 3.452, 4.737], [4.270, 3.970, 5.638], [5.920, 5.782, 3.797], [5.973, 5.816, 5.567], [3.712, 6.314, 5.467], [-5.146, 5.513, 5.385], [-3.657, 5.731, 5.197], [-3.391, 6.650, 4.136], [-5.594, 5.139, 4.463], [-5.341, 4.797, 6.184], [-5.646, 6.453, 5.632], [-3.168, 4.796, 4.931], [-3.201, 6.107, 6.118], [-3.807, 7.487, 4.360], [5.377, 1.315, 0.373], [5.316, 1.227, 1.886], [4.359, 2.134, 2.429], [5.630, 2.330, 0.062], [6.124, 0.628, -0.029], [4.409, 1.070, -0.071], [6.278, 1.491, 2.327], [5.063, 0.208, 2.197], [3.500, 1.902, 2.057]],
  "lumo_ev": 1.9,
  "homo_energy_ev": -3.83,
  "charge": -1,
  "homo_lumo_gap_ev": 5.74
}


{
  "formula": "C11H15NO",
  "method": "ωB97M-V with the def2-TZVPD basis set",
  "symbols": ["C", "C", "C", "C", "C", "C", "C", "C", "C", "N", "H", "H", "H", "H", "H", "H", "H", "H", "H", "C", "C", "O", "H", "H", "H", "H", "H", "H"],
  "coordinates": [[1.387, -1.001, 4.124], [-0.166, 0.967, 1.310], [0.930, 0.367, 1.867], [0.573, -0.255, 3.150], [-0.843, -0.056, 3.224], [1.054, 1.559, -0.589], [-0.141, 1.494, -0.032], [2.264, 1.152, 0.086], [2.179, 0.513, 1.290], [-1.241, 0.883, 2.262], [1.176, 1.911, -1.589], [-1.092, 1.872, -0.446], [3.300, 1.363, -0.455], [3.124, 0.063, 1.654], [-2.130, 0.754, 1.993], [-1.489, -0.359, 3.959], [0.891, -1.940, 4.277], [1.363, -0.368, 4.994], [2.389, -1.091, 3.749], [-0.955, -0.696, -3.476], [-2.182, -1.506, -3.987], [-0.605, 0.405, -4.313], [-0.956, -0.405, -2.435], [-0.004, -1.325, -3.480], [-2.515, -1.153, -4.905], [-1.267, 0.851, -4.748], [-3.125, -1.425, -3.379], [-1.919, -2.575, -4.104]],
  "lumo_ev": 0.8,
  "homo_energy_ev": -7.74,
  "charge": 0,
  "homo_lumo_gap_ev": 8.59
}


{
  "formula": "C2H14O6",
  "method": "ωB97M-V with the def2-TZVPD basis set",
  "symbols": ["C", "C", "O", "H", "H", "H", "H", "H", "H", "O", "H", "H", "O", "H", "H", "O", "H", "H", "O", "H", "H", "O"],
  "coordinates": [[1.679, -0.805, 0.993], [1.338, 0.347, 0.356], [1.376, 0.192, -1.045], [1.848, -1.027, 2.033], [1.849, -1.755, 0.577], [1.098, 1.328, 0.853], [0.620, 0.637, -1.389], [-1.680, 2.340, -1.740], [-1.576, 0.828, -1.783], [-1.434, 1.621, -1.193], [-0.767, -0.842, -2.531], [-1.717, -0.193, -3.751], [-1.013, -0.173, -3.114], [0.347, -1.265, -0.924], [0.857, -2.533, -1.481], [0.065, -1.888, -1.481], [-1.582, -1.252, 2.863], [-1.412, -2.531, 2.245], [-0.840, -1.670, 2.310], [-0.792, 2.046, 2.903], [0.659, 1.987, 3.276], [-0.136, 2.541, 3.366]],
  "lumo_ev": 0.4,
  "homo_energy_ev": -9.18,
  "charge": 0,
  "homo_lumo_gap_ev": 9.58
}